Entry 1:
23
Properties=species:S:1:pos:R:3:forces:R:3 method="wB97M-V/def2-TZVPD" multiplicity=2 homo_energy_ev="-6.92 / -6.95" total_energy_ev=-173744.766 homo_lumo_gap_ha="0.22305 / 0.19807" charge=0
N 0.21369 0.98429 -1.20198 -0.03 0.04 -0.04
C 0.21990 3.13206 0.85832 0.38 0.61 -0.16
Se 2.69583 0.61301 0.58905 0.39 -0.15 0.30
H 1.09685 2.53391 -2.38091 -0.01 0.00 0.00
H -1.60835 -2.64244 -1.96087 0.01 0.03 -0.01
H 0.44920 0.94137 -4.31726 0.00 0.00 0.00
C -1.42371 -2.36018 -0.93216 0.01 0.00 0.02
Te 2.39403 2.08142 4.04031 -0.01 0.05 0.12
Se 0.08112 1.44434 3.29075 -0.13 -0.03 0.09
N -0.30427 -0.34751 -2.91936 0.01 0.04 0.01
C 0.60481 1.57883 -2.30816 -0.05 0.02 0.00
N -0.56815 -0.80463 0.64335 0.25 0.30 0.03
C -0.32904 -0.19510 -1.61849 0.03 -0.14 -0.07
Ir 0.33324 1.35890 0.86686 -0.94 -0.48 0.06
H -1.87569 -3.52444 2.05607 0.00 0.00 0.00
C -0.80073 -1.15986 -0.62531 0.02 0.03 0.03
C -1.56620 -2.83969 1.27701 -0.04 -0.07 -0.06
C -0.94350 -1.64322 1.60097 0.07 0.05 0.02
S 0.10486 4.68436 0.79999 0.04 -0.35 0.04
N 0.28765 0.78769 -3.33602 0.00 -0.01 -0.02
N -1.81071 -3.19903 0.02046 0.01 0.00 0.05
Te 3.48359 -0.07852 2.93588 -0.03 0.04 -0.43
H -0.73441 -1.34558 2.62148 0.01 0.02 0.00

---

Entry 2:
13
Properties=species:S:1:pos:R:3:forces:R:3 method="wB97M-V/def2-TZVPD" homo_energy_ev=-9.27 total_energy_ev=-8702.456 homo_lumo_gap_ha=0.36426 charge=0
H -1.67427 1.92416 -0.19785 1.67 -1.28 0.07
H -2.95816 0.28979 -0.03144 1.62 -2.49 0.50
O 1.20859 -0.28065 -0.62569 1.23 0.43 -0.22
N -2.21581 -0.48796 0.19605 -2.81 -1.75 -3.01
H 1.85076 1.00339 0.80235 -0.20 0.97 0.88
H 2.55942 -0.66196 0.93548 -0.15 0.73 -0.34
N -0.77658 1.33873 -0.17195 -1.20 3.06 -0.22
C 2.24827 0.18182 0.27440 -0.26 -1.70 -0.80
H -0.02353 -1.71491 -0.33337 -0.39 1.68 0.96
H 3.07131 0.49044 -0.37834 -0.19 -0.10 0.18
C -0.98210 0.11750 -0.03852 -0.60 -0.80 0.04
N 0.09753 -0.73607 0.06012 0.61 -2.71 -0.64
H -2.40539 -1.46427 -0.49123 0.68 3.95 2.61

---

Entry 3:
9
Properties=species:S:1:pos:R:3:forces:R:3 method="wB97M-V/def2-TZVPD" homo_energy_ev=-9.37 total_energy_ev=-22803.943 smiles=SS.C homo_lumo_gap_ha=0.35154 charge=0
H 1.67663 -1.19644 -0.25437 0.52 1.60 1.99
C 2.07149 -0.21549 0.24139 1.31 -0.01 -1.93
S -1.99682 -0.71814 -0.57029 -0.11 1.01 0.07
H 3.20971 -0.16558 0.09324 -1.67 -0.06 -0.25
H 1.57532 0.59285 -0.31179 0.47 -0.16 -0.45
H 1.96491 0.18534 1.24419 -0.64 -1.37 0.63
H -1.79225 -0.70218 0.74161 0.14 -0.50 0.30
S -2.67706 1.28105 -0.45869 -1.63 -1.13 -0.79
H -4.03194 0.93858 -0.72528 1.61 0.62 0.42

---

Entry 4:
19
Properties=species:S:1:pos:R:3:forces:R:3 method="wB97M-V/def2-TZVPD" homo_energy_ev=-8.88 total_energy_ev=-31090.713 smiles=CSS.O.O.O.O homo_lumo_gap_ha=0.33326 charge=0
O -0.86408 2.05501 1.40946 0.06 0.38 0.29
H 3.36112 -4.52950 -4.04367 -0.50 0.40 0.75
S 1.16189 -4.05409 -3.12638 -0.36 -1.43 -0.40
O -2.56510 -0.18798 2.05339 0.36 -2.78 1.98
H -1.70614 5.15506 3.38390 -2.65 -2.86 -0.46
H 3.38328 -3.62037 -2.55796 1.69 0.84 2.31
H -3.07241 3.99298 3.48587 1.77 1.59 -0.03
O 1.43459 3.87087 0.88301 1.90 -0.60 0.75
C 2.90318 -3.69651 -3.44864 -1.17 -2.63 -2.80
H 2.90973 -2.92156 -4.16372 0.28 1.53 -0.14
H 0.80378 3.37988 1.40261 -0.80 -0.13 -0.22
H 1.03902 4.49258 0.30928 -1.08 0.70 -0.63
S 1.05711 -6.18352 -3.43475 0.35 2.07 -2.78
H -1.19848 1.64041 0.62817 0.30 -0.90 -0.96
H -2.94185 0.65017 1.85185 -0.65 0.83 0.71
H 0.89212 -6.47533 -2.23351 -0.30 -0.78 3.05
H -2.74143 -0.55028 2.99732 0.12 1.70 -2.61
O -2.26050 4.34088 3.01899 0.84 1.19 0.42
H -1.59583 2.64130 1.58478 -0.16 0.90 0.78

---

Entry 5:
61
Properties=species:S:1:pos:R:3:forces:R:3 method="wB97M-V/def2-TZVPD" homo_energy_ev=-7.90 total_energy_ev=-49514.192 smiles="Cc1oc(-c2ccccc2F)nc1CS(=O)(=O)CC(=O)NCCN(C)C1CCCCC1" homo_lumo_gap_ha=0.30888 charge=0
C -0.78407 0.76250 2.28183 -0.27 -0.70 0.00
H -3.10781 2.53616 3.85921 -0.01 0.06 0.06
C -3.80921 3.77029 -1.98252 0.19 -0.06 -0.12
C -3.97357 4.25058 -3.26790 -0.04 0.00 0.07
H 0.30423 -3.79486 2.56307 -0.06 0.14 0.09
H 2.02309 -0.01523 -3.28566 0.00 0.01 -0.09
C 1.53302 1.05892 -1.48198 0.25 -0.03 -0.18
H 0.28912 0.19307 -3.02198 0.00 0.01 -0.10
H 3.73513 -0.83871 0.39146 -0.03 -0.04 0.13
C 1.23826 -0.01652 -2.52401 -0.21 0.06 0.23
H 1.42883 -4.56208 0.12765 -0.11 0.03 0.07
C -3.00849 3.98091 -4.22226 -0.03 -0.01 0.10
H 1.61348 2.03675 -1.96439 -0.08 0.07 0.05
H -3.95378 1.08051 3.31316 -0.08 0.07 0.06
O -1.09285 -1.65876 1.13382 0.31 0.10 -0.26
C -2.91605 2.09797 1.78837 1.07 -0.57 0.37
H 0.70754 1.10177 -0.76834 -0.01 0.07 -0.03
H -0.63067 -1.09252 4.57766 0.09 0.00 0.10
C 1.66859 -3.50430 0.29723 0.01 0.02 0.10
C 0.80655 -1.93183 3.18623 0.22 -0.36 0.35
H 2.73293 -4.23699 2.07326 0.05 0.12 -0.03
H 0.36720 -1.38031 -1.12277 -0.08 -0.04 0.07
C -0.58812 -1.76814 3.73052 -0.19 0.75 -0.89
O 1.59454 -1.00496 3.19548 0.10 0.31 0.04
H 3.01450 1.50157 0.02219 0.09 0.03 -0.03
H 4.41380 -3.50444 -1.59091 0.09 -0.03 0.00
H -4.85353 4.82840 -3.50325 -0.09 0.05 0.01
C -1.69581 1.56403 1.44834 -1.24 0.59 0.30
F -4.76167 4.05343 -1.07350 0.10 -0.02 -0.14
C -2.69202 3.01721 -1.61823 -0.52 0.37 -0.30
H 0.95640 -2.16219 -2.59572 -0.02 -0.06 0.03
H -0.86979 2.18011 -2.31440 0.15 -0.09 0.01
H -3.13273 4.35334 -5.22742 -0.01 0.03 -0.08
H 4.50411 -3.21047 0.15583 0.07 -0.02 0.04
H 0.74398 -2.93344 0.20425 0.01 -0.09 0.04
H -1.11470 -2.69452 3.93362 -0.18 -0.04 -0.09
C -2.49729 2.50321 -0.28144 0.96 -0.63 0.52
C 3.89111 -3.64817 -0.64515 -0.11 0.11 -0.04
H 3.80448 -4.71924 -0.46242 0.08 -0.10 0.02
C 2.78415 -0.63717 -0.10795 0.28 -0.05 -0.34
N 1.06425 -3.13766 2.65027 -0.08 -0.40 0.08
N 2.56415 -3.08932 -0.75120 0.17 -0.14 -0.11
H 1.99042 -0.66046 0.63948 -0.04 -0.06 0.13
C -1.73123 2.75986 -2.59875 -0.20 0.08 0.09
C 2.83386 0.74781 -0.74763 -0.19 0.05 0.15
H 0.21544 0.70602 1.86421 0.11 0.00 0.09
O -3.41254 2.69461 0.68825 -0.28 0.19 -0.13
H -4.60011 2.68710 2.90813 -0.06 0.06 0.10
C 2.51231 -1.69961 -1.18216 -0.34 0.03 0.09
N -1.45790 1.83073 0.13240 -0.27 0.35 -0.80
O -2.85215 -0.88127 2.65653 -0.06 0.17 0.31
H -1.13560 3.02626 -4.62838 0.08 -0.03 -0.06
S -1.45349 -0.94359 2.32661 -0.25 -0.33 0.57
H 2.82552 -2.47636 1.84992 0.00 -0.11 0.00
C -3.69384 2.10502 3.04861 -0.10 -0.05 -0.20
C 2.18016 -3.34902 1.75384 0.17 0.05 -0.29
H 3.66754 0.78801 -1.45467 0.08 0.04 0.00
C -1.88833 3.23591 -3.88419 0.08 -0.03 -0.05
H -0.76868 1.09847 3.31384 0.12 0.02 0.14
C 1.17307 -1.38764 -1.85821 0.33 0.04 -0.26
H 3.29428 -1.61073 -1.94788 -0.03 0.03 0.01

---

Entry 6:
57
Properties=species:S:1:pos:R:3:forces:R:3 method="wB97M-V/def2-TZVPD" homo_energy_ev=-10.33 total_energy_ev=-43103.118 smiles="CCOS(C)(=O)=O.CC#N.CC#N.CC#N.CC#N.CCO.CCO" homo_lumo_gap_ha=0.38056 charge=0
H -21.81707 -11.34584 1.56255 -0.38 -0.73 -0.30
H -23.20887 -12.20575 2.51901 0.34 -0.15 -0.52
N -21.12193 -10.88155 4.54246 -1.99 -0.68 -2.91
O -27.53939 -5.56875 2.09019 0.88 1.55 -0.73
C -27.45254 -7.69327 3.05099 -0.04 0.08 0.71
C -15.48594 -12.46157 4.33332 1.45 -0.07 -1.08
H -25.78393 -16.74126 6.43544 -0.01 0.13 0.24
O -21.52839 -9.16360 -1.12224 2.16 3.39 0.76
H -27.92628 -8.41166 3.72000 -0.03 0.04 0.15
H -26.01957 -12.56145 -0.02471 -0.51 -0.21 -0.34
C -26.64724 -15.67813 4.74047 2.00 -1.36 -0.21
H -17.96142 -10.99653 0.16968 0.29 -0.37 0.65
C -18.98285 -7.19167 1.04235 0.22 0.19 -1.03
H -24.94773 -11.81323 -1.17016 0.05 0.03 -0.09
H -19.32360 -7.60155 3.11340 0.25 -0.02 0.12
H -15.92677 -12.19968 6.41809 0.36 0.05 -0.24
H -18.86650 -12.04120 -0.83208 -0.28 -0.03 -0.01
C -25.49328 -16.50113 5.41273 -0.84 0.24 0.65
H -17.17619 -12.78114 5.35623 -0.42 0.36 0.14
O -26.12864 -15.02704 3.58534 -0.18 0.37 -0.15
H -17.27448 -12.53726 -0.54913 0.34 0.30 0.39
N -14.81325 -12.72300 3.43110 -0.59 0.14 0.74
H -16.67108 -11.04592 5.28052 -0.17 -0.16 0.06
O -20.06157 -8.06487 0.63679 -0.92 -0.57 -1.23
H -26.02285 -15.73523 2.94590 0.19 0.18 -0.26
H -18.11459 -8.68214 2.35439 -0.58 -0.31 -0.27
O -19.78662 -7.31207 -1.71608 -2.41 -0.86 1.28
S -20.81407 -7.87885 -0.82376 -0.09 -1.28 0.53
H -22.78375 -7.21951 0.47014 0.20 -0.13 -0.25
H -25.33171 -17.48870 4.98061 -0.01 0.18 -0.53
C -25.97857 -11.81283 -0.81592 0.73 0.45 0.21
H -26.13789 -10.84118 -0.34836 -0.17 0.01 -0.10
C -16.34646 -12.07712 5.41962 -0.68 -0.32 0.33
H -22.62217 -6.16890 -1.00368 0.05 -0.32 -0.06
H -26.46255 -7.45477 3.43973 -0.03 0.11 0.42
H -24.54442 -15.96691 5.46124 -0.15 0.15 -0.16
H -27.04664 -14.92588 5.42069 -0.19 -0.20 -0.22
H -19.30989 -6.15197 1.02934 -0.34 0.07 0.37
H -29.24639 -6.48989 2.55258 -0.20 -0.26 0.16
H -23.19563 -10.46918 2.15144 -0.07 0.01 0.18
H -18.17821 -7.19643 0.30708 -0.03 -0.42 -0.12
N -18.98056 -13.54744 1.89965 -1.00 -1.65 2.01
H -27.34008 -16.43119 4.36502 -0.80 0.33 0.62
C -18.52536 -7.67271 2.37458 0.65 -0.17 0.48
C -18.11196 -12.05442 -0.04557 -0.77 -0.82 -0.97
C -26.84923 -11.98799 -1.97008 -1.47 -0.67 -1.81
C -22.10612 -6.67673 -0.18888 1.16 -0.23 -0.73
C -22.56970 -11.33896 2.35093 0.70 0.82 1.05
H -21.53710 -5.93872 0.37651 -0.05 -0.04 -0.02
H -17.62476 -7.13316 2.66771 -0.30 0.61 0.23
H -28.36806 -5.99652 3.99563 0.21 0.41 -0.04
C -28.24989 -6.35714 2.97382 0.10 -2.37 -0.20
H -27.33585 -4.69740 2.43793 -0.15 -0.04 0.09
H -27.19002 -8.24959 2.15116 -0.72 0.48 -0.56
N -27.50096 -12.14018 -2.92811 1.38 0.39 2.13
C -18.61595 -12.93885 1.02384 1.38 2.63 -2.04
C -21.77526 -11.09836 3.58540 1.46 0.74 2.50